[1]
# C61H48BrN3O6Pb

A molecular structure, C61H48BrN3O6Pb in a non-equilibrium geometry (ωB97M-V with the def2-TZVPD basis set, OMol25).

LUMO energy = -0.9 eV
HOMO-LUMO gap = 6.91 eV
energy above the lowest of the compared OMol25 structures with the same formula, charge and spin = 3.653 eV
maximum force = 1.19 eV Å⁻¹

Structure (XYZ):
```
120
Properties=species:S:1:pos:R:3:lowdin_charge:R:1
Pb -0.37 0.42 -0.34 1.5553
C -2.33 3.25 2.64 -0.0353
C -3.08 4.07 1.81 -0.0436
C -2.70 4.24 0.49 -0.0076
C -1.60 3.54 0.01 -0.2351
N -0.92 2.71 0.81 -0.0070
C -1.25 2.58 2.09 -0.1214
C -1.14 3.57 -1.40 -0.2175
C -1.46 4.58 -2.31 0.0094
C -1.03 4.44 -3.62 -0.0208
C -0.26 3.35 -3.98 0.0229
C 0.10 2.43 -3.00 -0.1785
N -0.37 2.55 -1.76 0.0817
C 1.02 1.28 -3.21 -0.1913
C 1.94 1.27 -4.35 0.0094
C 2.87 0.32 -4.45 0.0013
C 3.05 -0.73 -3.41 -0.1643
C 1.97 -0.71 -2.30 -0.1945
N 1.01 0.37 -2.32 0.0316
H -2.59 3.10 3.68 0.1098
H -3.96 4.57 2.19 0.1126
H -3.28 4.87 -0.17 0.1087
H -0.62 1.91 2.66 0.1214
H -2.02 5.45 -2.00 0.1155
H -1.29 5.19 -4.35 0.1168
H 0.04 3.22 -5.01 0.1150
H 1.84 2.04 -5.10 0.1014
H 3.54 0.29 -5.31 0.1197
H 3.18 -1.70 -3.89 0.1528
H 1.43 -1.65 -2.18 0.1582
C 3.50 -5.08 0.57 0.0130
C 2.39 -4.59 1.50 -0.5489
C 2.19 -5.61 2.62 0.0226
O 1.21 -4.43 0.73 0.0107
C 0.63 -3.17 0.96 -0.1500
C 1.66 -2.38 1.79 -0.1384
O 2.67 -3.34 2.07 -0.0137
C 2.34 -1.05 1.21 -0.4101
O 1.41 -0.03 0.98 -0.3653
C 3.22 -1.31 -0.03 -0.0890
C 4.25 -2.15 0.01 -0.0426
C 5.19 -2.31 -1.11 -0.0629
C 5.17 -1.51 -2.17 -0.0574
C 4.14 -0.44 -2.34 -0.1720
C 3.04 -0.40 -1.22 -0.1261
C 3.27 -0.52 2.33 -0.1199
C 4.23 0.44 1.99 -0.0215
C 5.06 1.01 2.94 -0.0828
C 4.94 0.63 4.28 -0.1036
C 3.98 -0.30 4.63 -0.0828
C 3.16 -0.87 3.67 -0.0213
C -0.79 -3.39 1.59 -0.2229
O -1.33 -2.03 1.78 -0.0205
C -1.69 -4.18 0.63 -0.1355
C -2.94 -4.60 1.09 -0.0466
C -3.83 -5.22 0.24 -0.0823
C -3.50 -5.43 -1.09 -0.0816
C -2.25 -5.05 -1.55 -0.0588
C -1.35 -4.42 -0.70 -0.0009
C -0.75 -4.02 2.97 -0.1462
C -0.70 -3.22 4.11 -0.0133
C -0.73 -3.78 5.38 -0.0655
C -0.81 -5.16 5.53 -0.0815
C -0.86 -5.96 4.40 -0.0745
C -0.83 -5.40 3.13 -0.0585
H 3.23 -6.07 0.20 0.0953
H 4.44 -5.14 1.12 0.0980
H 3.60 -4.40 -0.27 0.0681
H 1.80 -6.54 2.21 0.0976
H 1.50 -5.23 3.37 0.0672
H 3.16 -5.80 3.09 0.0946
H 0.47 -2.65 0.00 0.1382
H 1.16 -2.06 2.71 0.1192
H 4.45 -2.73 0.90 0.1122
H 5.94 -3.08 -1.02 0.1056
H 5.90 -1.61 -2.96 0.1074
H 4.63 0.53 -2.50 0.1469
H 2.86 0.60 -0.83 0.1399
H 4.32 0.76 0.96 0.1144
H 5.80 1.74 2.65 0.0989
H 5.59 1.07 5.03 0.0961
H 3.87 -0.59 5.67 0.0993
H 2.43 -1.60 3.99 0.1033
H -3.22 -4.43 2.12 0.1266
H -4.80 -5.53 0.61 0.1074
H -4.21 -5.88 -1.77 0.1028
H -1.97 -5.21 -2.58 0.1073
H -0.40 -4.13 -1.10 0.1112
H -0.65 -2.14 4.01 0.1206
H -0.70 -3.14 6.25 0.1039
H -0.85 -5.59 6.52 0.1021
H -0.92 -7.04 4.51 0.1077
H -0.88 -6.03 2.26 0.1306
C -2.62 -1.84 1.72 -0.1125
C -3.79 -1.59 1.80 0.0567
C -5.17 -1.35 1.51 -0.2341
C -5.90 -0.38 2.19 -0.0456
C -7.22 -0.14 1.84 -0.0937
C -7.82 -0.87 0.83 -0.0983
C -7.10 -1.84 0.15 -0.0800
C -5.78 -2.09 0.48 -0.0228
H -5.43 0.18 2.98 0.1079
H -7.80 0.62 2.37 0.0985
H -8.86 -0.68 0.56 0.0983
H -7.57 -2.40 -0.65 0.1031
H -5.20 -2.83 -0.04 0.1030
Br -6.03 1.23 -6.11 0.7155
C -4.94 1.33 -4.55 -0.6770
C -5.21 2.32 -3.61 -0.1369
C -4.44 2.37 -2.46 -0.0752
C -3.43 1.44 -2.26 -0.0426
C -3.14 0.49 -3.23 -0.1165
C -3.90 0.44 -4.39 -0.0656
C -1.93 -0.43 -3.09 -0.6543
O -1.27 -0.65 -4.11 0.0218
O -1.68 -0.86 -1.91 -0.2274
H -6.01 3.02 -3.77 0.0961
H -4.63 3.14 -1.72 0.0970
H -2.86 1.45 -1.34 0.0711
H -3.68 -0.30 -5.14 0.1147
```



[2]
# C61H53CdF5N14O4S2Se

A molecular structure, C61H53CdF5N14O4S2Se in a non-equilibrium geometry (ωB97M-V with the def2-TZVPD basis set, OMol25).

LUMO energy = -1.1 eV
HOMO-LUMO gap = 5.73 eV
maximum force = 1.46 eV Å⁻¹

Structure (XYZ):
```
141
Properties=species:S:1:pos:R:3:lowdin_charge:R:1
Cd -0.40 -1.02 0.23 1.4242
C -1.63 -2.69 -3.85 -0.0755
C -1.63 -2.05 -2.61 -0.1588
N -0.90 -2.52 -1.61 0.0499
C -0.19 -3.63 -1.81 -0.2255
C -0.26 -4.29 -3.04 -0.0753
N -0.96 -3.80 -4.05 0.1053
C 0.62 -4.12 -0.67 -0.2071
C 1.68 -5.01 -0.83 0.0665
C 2.35 -5.47 0.30 -0.1325
C 1.99 -4.94 1.54 0.0584
C 0.98 -3.98 1.60 -0.2240
N 0.27 -3.63 0.52 0.0918
C 0.65 -3.29 2.85 -0.2159
C 1.55 -3.20 3.92 -0.0680
N 1.24 -2.54 5.03 0.1094
C 0.05 -1.98 5.10 -0.1170
C -0.85 -2.06 4.04 -0.1046
N -0.55 -2.70 2.92 0.1149
C 3.42 -6.48 0.23 -0.1725
C 4.34 -6.48 -0.82 -0.0025
C 5.35 -7.43 -0.81 -0.1324
N 5.48 -8.34 0.14 0.0628
C 4.61 -8.34 1.13 -0.1365
C 3.56 -7.45 1.22 -0.0086
H -2.18 -2.29 -4.70 0.1186
H -2.22 -1.17 -2.43 0.0331
H 0.24 -5.23 -3.23 0.1154
H 1.97 -5.34 -1.81 0.1175
H 2.50 -5.25 2.43 0.1168
H 2.54 -3.63 3.89 0.1178
H -0.19 -1.47 6.02 0.1042
H -1.84 -1.63 4.10 0.0992
H 4.29 -5.74 -1.60 0.1137
H 6.08 -7.46 -1.60 0.1096
H 4.76 -9.11 1.88 0.1085
H 2.86 -7.51 2.04 0.1118
C -1.97 5.11 3.78 -0.0339
C -1.67 4.09 4.84 -0.2090
C -1.80 4.39 6.18 -0.0438
C -1.52 3.46 7.17 -0.0887
C -1.11 2.19 6.81 -0.0848
C -1.00 1.85 5.47 -0.0412
C -1.26 2.79 4.48 -0.1995
N -1.20 2.49 3.12 0.1469
C -0.69 1.35 2.50 -0.3668
N 0.47 0.91 3.04 0.1396
C 1.48 0.04 2.58 -0.2489
C 1.36 -0.77 1.45 -0.2267
C 2.49 -1.49 1.06 -0.1999
C 3.67 -1.47 1.78 -0.0896
C 3.74 -0.71 2.93 -0.0620
C 2.67 0.05 3.35 -0.2290
C 2.80 0.89 4.59 -0.0393
N -1.29 0.86 1.47 0.0671
C -2.48 1.50 1.05 -0.2915
C -2.41 2.46 0.04 -0.0475
C -3.54 3.15 -0.35 -0.0753
C -4.75 2.89 0.27 -0.0948
C -4.83 1.92 1.25 -0.0508
C -3.71 1.22 1.65 -0.2307
C -3.77 0.19 2.74 -0.0275
H -2.22 6.06 4.24 0.0803
H -2.82 4.80 3.16 0.0836
H -1.11 5.25 3.13 0.0905
H -2.13 5.38 6.46 0.1112
H -1.61 3.73 8.21 0.1016
H -0.91 1.45 7.56 0.1021
H -0.72 0.85 5.19 0.0826
H -1.87 2.98 2.54 0.1210
H 0.80 1.53 3.77 0.1033
H 2.46 -2.08 0.15 0.0688
H 4.53 -2.03 1.43 0.1016
H 4.66 -0.70 3.50 0.1084
H 3.77 0.71 5.05 0.0815
H 2.04 0.65 5.32 0.0737
H 2.75 1.96 4.34 0.0902
H -1.45 2.66 -0.42 0.0882
H -3.47 3.90 -1.12 0.1037
H -5.63 3.45 -0.02 0.1068
H -5.78 1.70 1.71 0.1168
H -4.80 -0.08 2.97 0.0860
H -3.30 0.57 3.65 0.0757
H -3.23 -0.71 2.42 0.0496
C 4.27 6.45 -5.70 -0.1247
C 3.34 5.34 -5.26 -0.2821
S 4.33 4.05 -4.42 0.6530
O 4.61 4.48 -3.07 -0.3227
O 5.46 3.72 -5.24 -0.3077
C 3.25 2.58 -4.30 -0.1800
C 4.00 1.62 -3.39 -0.1580
N 3.18 0.52 -2.94 0.0568
C 2.42 0.50 -1.82 -0.4244
N 1.78 -0.66 -1.69 0.0273
C 2.12 -1.41 -2.74 -0.0572
C 2.99 -0.71 -3.55 -0.1436
N 3.57 -1.15 -4.75 -0.3442
O 4.23 -0.37 -5.42 0.0803
O 3.36 -2.31 -5.04 0.0746
C 2.39 1.59 -0.83 -0.0120
H 3.71 7.24 -6.21 0.0799
H 5.02 6.06 -6.37 0.0745
H 4.77 6.88 -4.83 0.0803
H 2.86 4.85 -6.11 0.1006
H 2.60 5.67 -4.54 0.0985
H 3.12 2.17 -5.30 0.1074
H 2.29 2.88 -3.88 0.0840
H 4.34 2.18 -2.51 0.1180
H 4.86 1.23 -3.92 0.1280
H 1.76 -2.41 -2.89 0.1010
H 3.31 1.58 -0.24 0.0994
H 1.55 1.42 -0.16 0.0515
H 2.28 2.56 -1.31 0.0814
F -4.05 5.20 -5.29 0.1062
C -3.26 4.28 -4.72 -0.1409
C -3.63 2.94 -4.72 -0.1475
F -4.78 2.56 -5.28 0.1044
C -2.79 2.00 -4.14 -0.2638
F -3.15 0.70 -4.17 0.0504
C -1.57 2.34 -3.55 -0.5663
Se -0.40 1.05 -2.86 0.7340
C -1.23 3.69 -3.58 -0.2678
F -0.04 4.07 -3.06 0.0420
C -2.04 4.65 -4.16 -0.1505
F -1.66 5.94 -4.18 0.1018
N -2.63 -3.81 1.13 0.1082
C -3.54 -2.94 0.66 -0.6963
N -3.28 -1.86 0.02 0.0641
C -4.42 -1.24 -0.42 -0.3190
C -4.50 -0.08 -1.19 -0.0351
C -5.73 0.44 -1.51 -0.0828
C -6.91 -0.18 -1.09 -0.0856
C -6.86 -1.35 -0.36 -0.0981
C -5.62 -1.87 -0.04 -0.4779
S -5.27 -3.32 0.86 1.0605
H -1.66 -3.50 1.18 0.0262
H -2.93 -4.55 1.74 0.0938
H -3.59 0.41 -1.51 0.0919
H -5.80 1.34 -2.10 0.1081
H -7.87 0.25 -1.34 0.1030
H -7.76 -1.84 -0.02 0.1048
```



> Which of these has the lowest maximum force?

C61H48BrN3O6Pb



> The lowest LUMO energy belongs to which entry?

C61H53CdF5N14O4S2Se